Computed, not measured: a 13-piece molecular cluster, C46H99ClF3NO18PS overall, with wB97M-V/def2-TZVPD.

The gap between HOMO and LUMO is 6.7204 eV. Its total charge is +1. Its highest occupied orbital energy is -11.01 eV. The maximum force is 0.0692 Eh/bohr.

Cartesian coordinates (Å):
C 4.45 -2.22 0.08
O 5.15 -0.99 0.16
C 4.27 0.10 0.03
C 5.00 1.42 -0.17
C 4.12 2.59 0.33
C 3.49 3.40 -0.82
C 1.94 3.57 -0.72
C 1.28 2.30 -0.29
C 1.31 1.24 -1.18
Cl 1.98 1.44 -2.75
C 0.82 0.00 -0.87
C 0.97 -1.07 -1.93
O 1.84 -1.88 -1.83
O 0.12 -1.04 -2.96
C 0.24 -0.21 0.39
C -0.34 -1.58 0.68
C -1.35 -2.06 -0.37
C -1.01 -3.21 -1.05
C -1.80 -3.74 -2.03
C -2.98 -3.12 -2.38
C -3.35 -1.97 -1.69
C -2.55 -1.44 -0.70
C -3.04 -0.17 -0.04
C 0.22 0.84 1.28
C -0.31 0.55 2.68
O -1.73 0.50 2.75
C -2.43 1.47 3.38
F -1.93 1.81 4.58
F -2.55 2.57 2.61
F -3.68 0.99 3.57
N 0.70 2.08 0.92
P 0.63 3.52 1.94
O 2.14 4.02 2.08
O 0.19 3.21 3.44
S -0.59 4.77 1.14
H 4.44 -2.60 -0.94
H 4.94 -2.96 0.70
H 3.41 -2.13 0.42
H 3.54 -0.06 -0.77
H 3.68 0.17 0.97
H 5.33 1.58 -1.19
H 5.90 1.39 0.44
H 4.77 3.25 0.90
H 3.40 2.21 1.05
H 3.79 3.01 -1.78
H 3.88 4.42 -0.77
H 1.72 4.44 -0.11
H 1.57 3.81 -1.72
H -0.50 -0.30 -2.85
H 0.46 -2.31 0.63
H -0.81 -1.65 1.65
H -0.08 -3.67 -0.79
H -1.51 -4.62 -2.58
H -3.59 -3.53 -3.17
H -4.28 -1.50 -1.97
H -3.25 -0.39 1.01
H -2.35 0.67 -0.12
H -4.00 0.09 -0.47
H 0.17 1.11 3.47
H 0.00 -0.47 2.87
H 2.16 4.57 2.88
H -0.30 4.00 3.73
C -7.38 -5.79 -1.84
C -6.27 -4.99 -1.19
O -6.18 -3.67 -1.73
H -7.22 -5.86 -2.92
H -7.42 -6.80 -1.43
H -8.34 -5.31 -1.69
H -5.30 -5.46 -1.36
H -6.43 -4.92 -0.11
H -7.02 -3.24 -1.58
C 6.48 -1.95 -3.89
C 5.47 -0.93 -3.41
O 6.05 0.37 -3.27
H 7.32 -2.01 -3.20
H 6.03 -2.94 -3.98
H 6.88 -1.66 -4.87
H 5.08 -1.20 -2.43
H 4.62 -0.87 -4.11
H 6.39 0.64 -4.12
C 3.44 -6.50 -0.89
C 4.64 -5.85 -1.56
O 5.67 -5.56 -0.62
H 3.04 -5.84 -0.11
H 2.65 -6.70 -1.62
H 3.72 -7.44 -0.41
H 4.36 -4.91 -2.02
H 5.04 -6.51 -2.34
H 5.94 -6.39 -0.21
C 3.01 8.07 0.47
C 4.23 7.18 0.48
O 4.28 6.35 1.64
H 2.99 8.70 1.36
H 2.99 8.71 -0.41
H 2.09 7.47 0.47
H 5.14 7.78 0.49
H 4.26 6.55 -0.42
H 3.48 5.81 1.64
C -6.61 3.62 0.71
C -5.42 4.23 0.00
O -4.45 4.72 0.91
H -7.07 4.35 1.38
H -7.36 3.27 0.00
H -6.29 2.78 1.33
H -5.74 5.09 -0.61
H -4.96 3.49 -0.67
H -4.16 3.97 1.45
C -1.30 0.08 8.25
C 0.01 0.84 8.27
O 0.89 0.38 7.25
H -1.13 -0.99 8.39
H -1.98 0.43 9.03
H -1.80 0.20 7.28
H 0.52 0.70 9.22
H -0.17 1.91 8.12
H 0.45 0.50 6.40
C 2.80 5.12 -5.90
C 4.11 4.36 -5.76
O 4.16 3.61 -4.55
H 2.66 5.79 -5.06
H 2.78 5.70 -6.82
H 1.96 4.42 -5.90
H 4.95 5.05 -5.74
H 4.25 3.68 -6.61
H 3.43 2.99 -4.56
C -1.73 -5.67 3.16
C -1.70 -5.77 1.65
O -0.49 -5.26 1.10
H -1.60 -4.63 3.48
H -2.67 -6.05 3.57
H -0.91 -6.24 3.60
H -2.51 -5.18 1.21
H -1.83 -6.81 1.33
H 0.24 -5.77 1.46
C -5.29 4.53 6.04
C -6.11 3.50 5.28
O -5.46 3.09 4.09
H -5.11 5.40 5.40
H -5.81 4.86 6.94
H -4.32 4.12 6.32
H -7.07 3.92 4.99
H -6.30 2.63 5.92
H -4.61 2.71 4.33
C 5.58 -5.03 4.67
C 5.56 -4.85 3.16
O 4.76 -3.73 2.78
H 4.57 -5.17 5.05
H 6.19 -5.90 4.94
H 6.00 -4.15 5.16
H 5.12 -5.72 2.67
H 6.57 -4.71 2.77
H 5.14 -2.94 3.19
C -4.67 -2.85 -6.80
C -3.35 -3.55 -6.52
O -3.35 -4.17 -5.23
H -4.87 -2.10 -6.03
H -4.66 -2.36 -7.77
H -5.50 -3.56 -6.78
H -2.53 -2.83 -6.51
H -3.15 -4.30 -7.28
H -4.07 -4.82 -5.23
C -4.11 3.67 -4.14
C -3.28 2.54 -3.55
O -2.27 3.04 -2.67
H -3.47 4.36 -4.68
H -4.87 3.28 -4.82
H -4.61 4.24 -3.35
H -2.77 1.99 -4.33
H -3.92 1.84 -3.00
H -2.71 3.52 -1.96